No. 1
Computed, not measured: a molecular structure, C32H37ClHfN2Si2, with ωB97M-V/def2-TZVPD.

Each line ends with the Löwdin charge.
Element x y z (Å)
C 0.74959 -1.40763 0.05600  -0.130
C 0.50177 -2.31992 -0.98158  -0.150
C 0.26475 -1.59022 -2.18159  -0.204
H 0.75939 -3.37519 -0.97273  0.144
C 0.27154 -0.16223 -1.86169  -0.183
C 0.61211 -0.07810 -0.45932  -0.137
H 0.90957 0.84667 0.05438  0.138
H 1.19506 -1.64691 1.02455  0.141
H 0.34807 -1.98014 -3.19341  0.130
H 0.25740 0.65678 -2.58803  0.129
Hf -1.60113 -1.07115 -0.96583  1.677
Si -4.58999 2.52069 -2.76996  0.129
C -3.39793 -1.97052 -1.94879  -0.359
C -4.47070 -1.81976 -1.03814  -0.134
H -5.15210 -0.95134 -1.06093  0.127
C -4.80194 -2.79962 -0.10364  -0.042
H -5.75563 -2.76448 0.42128  0.137
C -3.99090 -3.92143 0.07474  -0.050
H -4.27941 -4.69009 0.80660  0.135
C -2.87210 -4.09270 -0.72587  -0.034
H -2.24420 -4.96090 -0.59828  0.127
C -2.53328 -3.10319 -1.69669  -0.271
H -1.83470 -3.43650 -2.46644  0.106
C -1.90639 -0.11405 -4.19022  -0.289
C -1.54794 -1.42308 -4.70213  -0.279
H -1.38310 -2.27884 -4.03030  0.091
C -1.13981 -1.47254 -6.06059  0.000
H -1.22987 -2.42719 -6.52742  0.122
C -0.71378 -0.30078 -6.69776  -0.003
H -0.28168 -0.37513 -7.69217  0.129
C -0.78666 0.91785 -6.02788  -0.010
H -0.31217 1.80146 -6.46421  0.134
C -1.41596 1.04767 -4.79213  -0.090
H -1.56951 2.04530 -4.31883  0.087
H -3.50487 1.53061 -3.17646  -0.246
Si -3.44984 -1.17693 -4.13515  0.840
C -4.25158 -0.75268 -6.03740  -0.193
C -4.54624 -1.66677 -7.07558  -0.086
H -4.59546 -2.73787 -6.86821  0.094
C -4.80113 -1.23970 -8.39442  -0.076
H -4.99732 -1.96940 -9.19284  0.116
C -4.78887 0.10692 -8.71759  -0.082
H -4.91978 0.44137 -9.76099  0.122
C -4.56905 1.02398 -7.70172  -0.064
H -4.54887 2.08495 -7.93849  0.111
C -4.36987 0.59509 -6.37201  -0.119
H -4.29178 1.34193 -5.58530  0.048
C -4.45158 -2.91756 -4.16037  -0.276
C -4.00591 -4.19319 -4.52101  -0.099
H -3.03874 -4.32243 -5.00561  0.105
C -4.81407 -5.31510 -4.25226  -0.067
H -4.46993 -6.31296 -4.53397  0.113
C -6.06798 -5.16503 -3.65704  -0.066
H -6.68085 -6.04223 -3.42073  0.116
C -6.53366 -3.88044 -3.34680  -0.062
H -7.51010 -3.73820 -2.88156  0.116
C -5.75524 -2.77040 -3.66161  -0.122
H -6.13027 -1.76492 -3.47825  0.110
H -4.32929 3.10465 -1.42990  -0.198
Cl -3.67870 3.96235 -4.02746  0.035
N -1.65585 -1.83451 1.35180  -0.026
C -2.72293 -1.17109 2.16653  -0.215
C -2.32980 0.23103 2.59049  -0.161
C -1.65855 1.11260 1.54708  -0.182
N -2.11633 0.84330 0.12810  -0.059
H -0.78822 -1.81404 1.90715  0.105
H -1.79093 -2.86237 1.36639  0.109
H -3.62563 -1.17228 1.54881  0.090
H -2.97407 -1.78137 3.04777  0.141
H -3.22374 0.74924 2.96485  0.134
H -1.66604 0.17403 3.46704  0.134
H -1.87893 2.16505 1.72193  0.134
H -0.56659 1.00688 1.57880  0.101
H -1.70693 1.53397 -0.52598  0.108
H -3.13605 0.97077 0.00249  0.103

Summary:
Net charge: +2
Energy relative to the best compared isomer or geometry (same formula, charge and spin) in eV: 8.319
Lowest unoccupied orbital energy (alpha / beta) in eV: -7.692 / -7.694


No. 2
Computed, not measured: a single C8H5NO molecule, with ωB97M-V/def2-TZVPD.

Each line ends with the Löwdin charge.
Element x y z (Å)
C 1.88392 -1.31627 -0.41792  0.046
C 1.11905 -1.86046 0.52386  0.063
C 0.83574 -0.30244 -0.80989  -0.337
C -0.05094 -0.89229 0.42412  -0.120
C -1.75541 0.36198 -0.44570  0.012
C -0.19199 -0.65183 -1.70838  0.343
C -1.49719 -0.93001 0.11681  -0.499
C -0.71060 1.31562 0.05408  -0.201
N 0.44550 0.52602 0.37382  0.060
O -2.09610 -1.97005 0.11727  0.093
H 2.81469 -1.56468 -0.76988  0.086
H 1.32162 -2.69284 1.08208  0.087
H -2.72954 0.61274 -0.75217  0.107
H -0.29180 1.98733 -0.62039  0.101
H -0.86036 1.96995 0.99713  0.159

Summary:
Energy relative to the best compared isomer or geometry (same formula, charge and spin) in eV: 8.571
Lowest unoccupied orbital energy in eV: -0.343


No. 3
Computed, not measured: a molecular structure, C26H39BrN5O3Ti, with ωB97M-V/def2-TZVPD.

Each line ends with the Löwdin charge.
Element x y z (Å)
Ti 0.69712 0.03191 0.63589  0.870
C 2.32968 1.17255 1.97237  -0.282
C 1.31211 2.10185 1.66406  -0.282
C 0.09623 1.61368 2.22180  -0.290
C 0.37834 0.38275 2.87672  -0.293
C 1.75974 0.10410 2.70774  -0.284
C 2.48381 -1.08773 3.25911  -0.020
C -0.58033 -0.43057 3.69479  -0.023
C -1.20864 2.35224 2.29156  -0.030
C 1.51586 3.45560 1.04897  -0.037
C 3.78317 1.32206 1.63858  -0.029
H 2.72894 -0.95753 4.31654  0.089
H 3.42163 -1.26403 2.73086  0.071
H 1.88611 -1.99717 3.17459  0.079
H -0.54391 -0.14574 4.75007  0.090
H -0.34659 -1.49564 3.64169  0.080
H -1.60749 -0.30421 3.35136  0.065
H -1.30319 2.92305 3.21975  0.092
H -2.05175 1.65780 2.24562  0.054
H -1.30778 3.06155 1.46706  0.058
H 0.59578 3.83914 0.60387  0.065
H 2.27637 3.44367 0.26528  0.068
H 1.83751 4.18619 1.79563  0.090
H 4.33469 1.77187 2.46804  0.092
H 3.93370 1.97391 0.77500  0.065
H 4.25484 0.36139 1.42507  0.068
N -0.08253 -0.31767 -2.24554  0.008
C 0.02583 0.06732 -3.53031  -0.084
C 0.31557 1.41311 -3.51316  -0.048
C 0.38151 1.74815 -2.15305  -0.122
N 0.14382 0.68856 -1.38939  -0.059
H -0.21384 -1.24067 -1.85464  0.146
H -0.11675 -0.62556 -4.34201  0.120
H 0.45946 2.06033 -4.35967  0.100
H 0.58135 2.70051 -1.68950  0.109
C 3.57026 -2.51491 -1.50671  0.025
C 3.23675 -1.09872 -1.13338  -0.521
N 3.97521 -0.12302 -1.69313  0.206
O 2.33485 -0.83443 -0.34310  -0.051
H 4.46012 -2.82869 -0.95860  0.099
H 3.77617 -2.61138 -2.57167  0.090
H 2.74248 -3.15803 -1.22242  0.089
H 4.78981 -0.33306 -2.24134  0.118
H 3.84253 0.82094 -1.36785  0.112
Br -4.23290 -7.34047 0.46809  0.757
C -3.42150 -5.63083 0.53005  -0.685
C -4.14828 -4.54953 1.01188  -0.119
C -3.55548 -3.30132 1.04414  -0.028
C -2.24244 -3.12552 0.60601  -0.126
C -1.52297 -4.23139 0.15073  -0.010
C -2.11192 -5.48257 0.10373  -0.113
C -1.60093 -1.77096 0.62677  -0.581
O -2.31653 -0.75457 0.78281  -0.036
O -0.34757 -1.73384 0.44126  -0.111
H -5.15958 -4.69439 1.36569  0.102
H -4.09378 -2.45120 1.44143  0.109
H -0.49591 -4.10020 -0.15830  0.114
H -1.55975 -6.34051 -0.25389  0.105
N -5.55005 0.80045 -0.28688  0.061
C -4.71861 1.77641 0.50512  -0.091
C -3.75458 2.46655 -0.45886  -0.192
N -2.91297 1.52781 -1.16832  -0.040
C -3.69997 0.54802 -1.88576  -0.189
C -4.68209 -0.20850 -0.99782  -0.098
H -6.09743 1.32363 -0.97442  0.178
H -6.21705 0.32432 0.31870  0.181
H -4.18187 1.18737 1.24941  0.122
H -5.40309 2.46959 0.99322  0.135
H -3.13994 3.16263 0.10947  0.113
H -4.32648 3.06330 -1.18063  0.127
H -2.27234 1.08890 -0.49480  0.082
H -3.04615 -0.17625 -2.37037  0.119
H -4.24637 1.06570 -2.68468  0.126
H -4.13560 -0.73782 -0.21530  0.089
H -5.33759 -0.88337 -1.54714  0.137

Summary:
Net charge: +1
2S+1: 3
Energy relative to the best compared isomer or geometry (same formula, charge and spin) in eV: 0.524
Lowest unoccupied orbital energy (alpha / beta) in eV: -2.554 / -2.554


No. 4
Computed, not measured: a single C5H9NO molecule, with ωB97M-V/def2-TZVPD.

Each line ends with the Löwdin charge.
Element x y z (Å)
C -0.01608 -1.35020 0.75598  0.024
C -0.11566 0.29022 -0.04302  -0.320
C -1.49316 0.44580 -0.58783  -0.004
C 0.12093 0.24507 1.33223  -0.018
N 1.66603 1.50945 -0.72390  0.104
C 1.08280 0.37813 -0.98867  -0.678
O 1.23414 -0.58099 -1.77920  -0.056
H 0.23476 -1.57923 -0.31920  0.123
H -0.98317 -1.77898 1.00745  0.104
H 0.82591 -1.79541 1.27782  0.115
H -2.27741 0.24564 0.15001  0.096
H -1.62556 -0.17956 -1.47235  0.105
H -1.55301 1.49539 -0.89143  0.114
H -0.65425 0.56730 2.03247  0.129
H 1.14441 0.42414 1.65400  0.123
H 2.40933 1.66323 -1.40438  0.041

Summary:
Energy relative to the best compared isomer or geometry (same formula, charge and spin) in eV: 3.666
Lowest unoccupied orbital energy in eV: 0.458